Here is C32H65FInN4O2 as an isolated structure at a distorted geometry from the Open Molecules 2025 dataset. Energies are from wB97M-V/def2-TZVPD.

```
105
Properties=species:S:1:pos:R:3
C 4.532 -3.207 -0.725
C 3.259 -3.558 0.043
C 3.572 -4.090 1.443
C 2.253 -2.404 0.011
C 2.506 -1.259 1.009
C 1.337 -1.150 2.003
C 2.653 0.079 0.273
O 3.933 0.166 -0.299
In 4.177 1.649 -1.757
C 6.350 1.644 -2.277
C 6.743 2.794 -3.186
N 7.980 2.494 -3.962
C 3.024 1.010 -3.577
C 2.436 -0.379 -3.443
F 1.098 -0.328 -3.034
C 3.447 3.667 -1.130
C 2.629 3.715 0.177
C 3.508 4.008 1.349
O 4.114 5.035 1.422
N 3.591 3.014 2.402
C 4.935 2.502 2.586
C 5.176 1.151 2.333
C 6.462 0.628 2.478
C 7.521 1.434 2.882
C 7.285 2.787 3.144
C 6.002 3.307 2.994
H 5.138 -4.109 -0.804
H 4.255 -2.940 -1.741
H 5.087 -2.403 -0.253
H 2.804 -4.389 -0.499
H 2.840 -4.822 1.772
H 4.551 -4.564 1.433
H 3.616 -3.311 2.199
H 1.245 -2.791 0.152
H 2.278 -1.982 -0.992
H 3.443 -1.382 1.544
H 0.417 -1.063 1.429
H 1.425 -0.217 2.558
H 1.282 -1.992 2.686
H 1.845 0.180 -0.465
H 2.550 0.860 1.035
H 6.914 1.657 -1.346
H 6.569 0.702 -2.774
H 5.955 3.010 -3.901
H 6.936 3.660 -2.550
H 8.789 2.645 -3.377
H 8.052 3.106 -4.765
H 3.693 1.007 -4.436
H 2.215 1.709 -3.782
H 2.437 -0.923 -4.392
H 2.981 -0.995 -2.730
H 2.804 4.018 -1.936
H 4.254 4.389 -1.058
H 1.939 4.564 0.146
H 2.027 2.828 0.339
H 3.319 3.472 3.265
H 4.386 0.505 2.001
H 6.640 -0.413 2.257
H 8.522 1.047 2.981
H 8.083 3.444 3.449
H 5.813 4.352 3.183
C -5.506 0.265 -3.645
C -4.527 0.445 -2.494
N -4.228 -0.792 -1.802
C -3.533 -0.590 -0.541
C -2.132 0.031 -0.575
C -3.731 -1.878 -2.630
C -2.444 -1.646 -3.430
H -6.420 -0.225 -3.304
H -5.774 1.239 -4.057
H -5.081 -0.326 -4.457
H -4.977 1.129 -1.768
H -3.624 0.949 -2.874
H -3.485 -1.550 -0.019
H -4.172 0.044 0.082
H -1.376 -0.668 -0.929
H -1.841 0.330 0.435
H -2.094 0.923 -1.199
H -4.526 -2.160 -3.326
H -3.599 -2.754 -1.990
H -2.436 -0.678 -3.933
H -2.348 -2.413 -4.201
H -1.555 -1.708 -2.805
C -8.039 -0.435 4.957
C -7.768 -0.050 3.510
N -7.250 -1.145 2.715
C -6.718 -0.726 1.429
C -7.687 -0.124 0.403
C -8.055 -2.352 2.707
C -9.510 -2.246 2.226
H -7.149 -0.865 5.417
H -8.323 0.451 5.527
H -8.855 -1.153 5.046
H -7.017 0.744 3.504
H -8.685 0.389 3.084
H -6.206 -1.575 0.969
H -5.934 0.010 1.626
H -8.318 -0.883 -0.057
H -7.115 0.347 -0.399
H -8.328 0.641 0.843
H -8.062 -2.760 3.721
H -7.532 -3.101 2.108
H -10.020 -1.381 2.653
H -10.064 -3.136 2.536
H -9.581 -2.184 1.142
```

Computed properties:
- LUMO: 2.2176 eV
- Electronic energy: -52184.589 eV
- Maximum force: 1.14 eV Å⁻¹
- Frontier orbital gap: 6.949 eV
- Charge: -1


Here is C32H66As3CaN7O4 as an isolated structure from the Open Molecules 2025 dataset. Energies are from wB97M-V/def2-TZVPD.

```
113
Properties=species:S:1:pos:R:3
Ca -0.472 -0.335 0.364
C -2.793 3.355 2.174
O -1.982 2.193 2.148
C -2.581 1.089 2.796
C -3.570 0.377 1.909
O -2.933 -0.002 0.671
C -3.725 0.323 -0.481
C -2.807 0.478 -1.663
O -1.715 1.335 -1.340
C -2.084 2.708 -1.413
H -2.993 3.665 3.203
H -2.254 4.150 1.664
H -3.746 3.200 1.659
H -1.775 0.425 3.086
H -3.087 1.391 3.722
H -3.959 -0.515 2.404
H -4.414 1.028 1.672
H -4.465 -0.459 -0.679
H -4.264 1.248 -0.265
H -2.377 -0.483 -1.937
H -3.367 0.851 -2.527
H -2.393 2.953 -2.432
H -2.893 2.939 -0.719
H -1.216 3.298 -1.149
N -1.781 -2.188 3.273
C -0.996 -1.761 4.357
C -1.375 -1.960 5.657
C -0.550 -1.562 6.730
C 0.675 -1.012 6.496
C 1.086 -0.781 5.161
C 2.368 -0.266 4.852
C 2.733 -0.086 3.553
C 1.773 -0.348 2.559
N 0.556 -0.783 2.783
C 0.226 -1.088 4.087
H -2.479 -2.868 3.542
H -1.225 -2.579 2.520
H -2.314 -2.460 5.865
H -0.883 -1.740 7.743
H 1.340 -0.755 7.309
H 3.055 -0.041 5.658
H 3.712 0.278 3.275
H 2.051 -0.177 1.521
C 0.810 4.283 0.024
As 1.081 2.469 0.671
C 1.169 2.959 2.563
C 3.011 2.270 0.379
C 3.588 1.995 -1.023
C 5.117 2.001 -0.836
C 3.243 0.606 -1.579
As 1.417 -0.104 -1.788
C 0.707 0.870 -3.318
C 2.024 -1.688 -2.733
C 3.166 3.107 -1.998
As 4.301 3.433 -3.589
C 3.517 5.183 -3.967
C 3.300 2.456 -4.955
H 1.634 4.895 0.392
H -0.125 4.668 0.428
H 0.783 4.331 -1.061
H 2.126 3.439 2.768
H 1.036 2.101 3.215
H 0.364 3.663 2.762
H 3.342 1.491 1.073
H 3.450 3.201 0.752
H 5.396 1.331 -0.020
H 5.476 3.002 -0.588
H 5.645 1.681 -1.733
H 3.735 -0.158 -0.966
H 3.679 0.512 -2.578
H 1.462 0.949 -4.099
H 0.362 1.859 -3.031
H -0.147 0.308 -3.698
H 2.653 -1.376 -3.566
H 1.184 -2.262 -3.118
H 2.599 -2.304 -2.046
H 3.220 4.066 -1.474
H 2.129 2.989 -2.325
H 3.877 5.908 -3.239
H 2.427 5.142 -3.938
H 3.835 5.502 -4.958
H 3.471 1.383 -4.866
H 3.686 2.773 -5.924
H 2.232 2.674 -4.909
N 2.175 -4.392 0.138
C 1.507 -3.476 0.870
N 1.222 -3.818 2.154
O 1.158 -2.392 0.388
H 2.446 -5.287 0.504
H 2.322 -4.211 -0.839
H 1.623 -4.637 2.577
H 0.967 -3.067 2.771
C -3.306 -3.346 0.616
N -3.378 -3.412 -0.821
C -4.723 -3.367 -1.383
C -2.287 -3.059 -1.563
N -1.334 -2.308 -1.058
N -2.294 -3.523 -2.847
C -1.375 -2.988 -3.831
C -2.841 -4.835 -3.184
H -4.038 -4.036 1.039
H -3.509 -2.341 0.997
H -2.314 -3.658 0.933
H -5.292 -2.556 -0.918
H -5.259 -4.299 -1.203
H -4.681 -3.189 -2.453
H -0.527 -2.373 -1.674
H -0.416 -3.518 -3.833
H -1.198 -1.928 -3.656
H -1.813 -3.095 -4.823
H -3.292 -5.290 -2.308
H -2.039 -5.488 -3.535
H -3.592 -4.757 -3.971
```

Computed properties:
- LUMO: -4.7893 eV
- Electronic energy: -253821.355 eV
- Maximum force: 0.95 eV Å⁻¹
- Frontier orbital gap: 7.504 eV
- Charge: +2


Here is a 5-piece molecular cluster, C32H66BrClF3IO11Si2 overall at a distorted geometry from the Open Molecules 2025 dataset. Energies are from wB97M-V/def2-TZVPD.

```
117
Properties=species:S:1:pos:R:3
C 4.100 0.721 -0.631
C 4.851 -0.287 -0.148
C 4.214 -1.427 0.563
Si 3.540 -2.804 -0.548
C 4.819 -4.204 -0.484
C 5.686 -4.444 -1.728
C 4.945 -5.023 -2.919
F 4.907 -4.167 -3.979
F 3.679 -5.396 -2.628
F 5.578 -6.143 -3.379
C 3.135 -2.222 -2.284
C 4.162 -1.414 -3.000
O 5.350 -1.445 -2.901
Br 3.363 -0.171 -4.325
O 2.272 -3.407 0.373
Si 0.730 -3.838 -0.003
I 0.028 -4.215 -2.303
C -0.426 -2.588 0.833
C -1.761 -2.305 0.145
C -2.711 -3.486 0.160
C -4.006 -3.340 -0.675
C -3.916 -2.390 -1.868
C -4.174 -0.917 -1.468
C 0.449 -5.510 0.878
C 1.560 -6.430 0.505
O 1.731 -6.894 -0.593
Cl 2.732 -6.810 1.811
H 4.233 1.158 -1.608
H 3.294 1.106 -0.020
H 5.922 -0.269 -0.290
H 4.850 -1.903 1.308
H 3.361 -1.034 1.126
H 5.482 -4.040 0.357
H 4.310 -5.137 -0.265
H 6.398 -5.220 -1.469
H 6.295 -3.603 -2.025
H 2.924 -3.076 -2.923
H 2.206 -1.660 -2.273
H -0.606 -2.969 1.837
H 0.162 -1.681 0.949
H -2.243 -1.500 0.696
H -1.562 -1.903 -0.841
H -2.231 -4.412 -0.137
H -3.007 -3.640 1.195
H -4.796 -2.995 -0.017
H -4.265 -4.321 -1.058
H -4.630 -2.670 -2.634
H -2.930 -2.464 -2.313
H -4.151 -0.857 -0.390
H -5.140 -0.604 -1.840
H -3.412 -0.266 -1.877
H -0.489 -5.925 0.538
H 0.435 -5.332 1.945
C -1.486 1.672 -9.146
O -0.124 1.573 -9.521
C 0.754 2.249 -8.635
C 1.424 1.300 -7.666
O 0.482 0.708 -6.783
C 0.117 -0.607 -7.164
H -2.041 0.931 -9.719
H -1.629 1.474 -8.082
H -1.877 2.667 -9.386
H 0.223 3.036 -8.091
H 1.525 2.726 -9.249
H 2.132 1.867 -7.052
H 1.986 0.532 -8.205
H 0.912 -1.314 -6.901
H -0.093 -0.677 -8.233
H -0.782 -0.872 -6.610
C 5.179 4.019 1.628
O 4.225 3.199 2.280
C 4.799 2.077 2.929
C 4.949 2.293 4.419
O 5.878 3.322 4.715
C 5.264 4.562 5.021
H 4.693 4.963 1.386
H 6.043 4.221 2.266
H 5.515 3.547 0.698
H 5.764 1.825 2.480
H 4.123 1.232 2.762
H 5.334 1.372 4.868
H 3.976 2.509 4.872
H 4.851 4.543 6.036
H 4.472 4.809 4.311
H 6.033 5.331 4.972
C -4.766 0.896 2.496
O -5.776 0.028 2.006
C -6.488 -0.636 3.036
C -7.824 0.018 3.312
O -7.673 1.328 3.834
C -7.845 2.343 2.862
H -4.455 1.542 1.676
H -5.122 1.520 3.317
H -3.900 0.315 2.833
H -5.890 -0.683 3.951
H -6.665 -1.663 2.697
H -8.355 -0.571 4.066
H -8.434 0.032 2.404
H -8.908 2.479 2.634
H -7.302 2.120 1.941
H -7.458 3.270 3.282
C -2.194 2.864 5.425
O -3.300 3.263 4.634
C -3.860 4.502 5.038
C -3.404 5.643 4.156
O -2.010 5.879 4.273
C -1.253 5.315 3.217
H -1.684 2.060 4.897
H -1.491 3.685 5.581
H -2.534 2.487 6.395
H -3.622 4.710 6.086
H -4.947 4.408 4.955
H -3.914 6.557 4.474
H -3.675 5.449 3.114
H -1.354 5.920 2.309
H -1.558 4.288 3.003
H -0.209 5.315 3.523
```

Computed properties:
- LUMO: 0.1798 eV
- SMILES: C=CC[Si@](CCC(F)(F)F)(CC(=O)Br)O[Si@](I)(CCCCCC)CC(=O)Cl.COCCOC.COCCOC.COCCOC.COCCOC
- Electronic energy: -171349.692 eV
- Maximum force: 2.09 eV Å⁻¹
- Frontier orbital gap: 8.913 eV
- Charge: 0


Here is C32H66F12N2O30S9Zr as an isolated structure at a distorted geometry from the Open Molecules 2025 dataset. Energies are from wB97M-V/def2-TZVPD.

```
152
Properties=species:S:1:pos:R:3
Zr 32.154 3.566 -4.450
C 29.403 0.628 -2.995
F 28.468 1.271 -3.667
F 29.755 1.289 -1.879
F 28.937 -0.537 -2.634
S 30.859 0.346 -4.180
O 31.317 -0.984 -4.134
O 30.357 0.736 -5.454
N 32.028 1.625 -3.683
S 32.912 0.790 -2.539
O 33.598 1.814 -1.784
O 32.228 -0.189 -1.778
C 34.314 -0.142 -3.391
F 35.050 0.721 -4.081
F 34.985 -0.670 -2.398
F 33.911 -1.088 -4.208
C 32.487 0.384 -7.712
F 32.682 -0.375 -6.656
F 33.223 0.070 -8.728
F 31.215 0.311 -8.042
S 32.954 2.155 -7.151
O 33.615 2.089 -5.853
O 33.688 2.748 -8.197
N 31.629 3.037 -6.451
S 30.740 3.411 -7.816
O 30.754 4.833 -7.985
O 31.018 2.684 -9.001
C 28.968 2.946 -7.359
F 28.597 1.846 -7.952
F 28.890 2.851 -6.023
F 28.181 3.933 -7.720
C 35.055 -2.114 -12.319
C 34.290 -2.377 -11.013
C 32.872 -1.889 -11.283
S 32.946 -0.520 -12.445
O 32.699 0.720 -11.737
O 32.132 -0.883 -13.565
C 34.732 -0.703 -12.777
H 34.719 -2.815 -13.090
H 36.133 -2.235 -12.216
H 34.733 -1.708 -10.271
H 34.334 -3.408 -10.682
H 32.364 -1.549 -10.383
H 32.240 -2.669 -11.708
H 35.256 0.015 -12.145
H 34.852 -0.448 -13.826
C 30.488 -4.196 -7.893
C 31.020 -5.528 -7.329
C 32.502 -5.555 -7.668
S 33.016 -4.004 -6.892
O 34.099 -3.370 -7.607
O 33.057 -4.122 -5.462
C 31.491 -3.120 -7.463
H 29.530 -3.916 -7.460
H 30.483 -4.385 -8.964
H 30.437 -6.368 -7.709
H 30.870 -5.623 -6.249
H 32.677 -5.404 -8.732
H 33.062 -6.377 -7.233
H 31.926 -2.646 -8.344
H 31.279 -2.380 -6.699
C 38.198 5.510 -8.093
C 37.447 5.429 -9.425
C 36.587 4.176 -9.400
S 37.533 2.962 -8.447
O 38.305 2.141 -9.339
O 36.709 2.398 -7.405
C 38.699 4.121 -7.709
H 37.408 5.759 -7.365
H 38.906 6.321 -7.944
H 38.172 5.313 -10.235
H 36.855 6.325 -9.595
H 36.334 3.686 -10.336
H 35.666 4.323 -8.831
H 39.728 3.844 -7.914
H 38.578 4.031 -6.627
C 28.987 3.040 -13.417
C 29.257 1.703 -12.673
C 28.282 1.553 -11.507
S 27.572 3.197 -11.235
O 28.542 3.990 -10.506
O 26.223 3.117 -10.769
C 27.701 3.679 -12.956
H 29.017 2.891 -14.496
H 29.824 3.723 -13.261
H 30.256 1.768 -12.236
H 29.301 0.870 -13.368
H 28.654 1.200 -10.551
H 27.425 0.965 -11.841
H 27.566 4.762 -12.971
H 26.811 3.313 -13.474
C 26.347 6.310 -9.014
C 27.733 6.815 -8.626
O 27.893 7.993 -9.421
S 27.054 7.875 -10.796
O 27.911 7.668 -11.881
O 26.113 8.926 -10.732
O 26.370 6.494 -10.416
H 25.568 6.886 -8.510
H 26.197 5.264 -8.763
H 28.485 6.075 -8.912
H 27.843 7.096 -7.579
C 31.677 5.716 -11.188
C 32.421 5.944 -12.472
O 31.717 6.789 -13.350
O 31.645 6.888 -10.359
H 32.166 4.916 -10.638
H 30.669 5.342 -11.389
H 32.499 4.934 -12.908
H 33.422 6.345 -12.263
H 32.185 6.898 -14.181
H 31.094 7.561 -10.776
C 31.597 8.185 -7.315
C 32.969 8.157 -7.926
O 33.402 6.879 -8.335
O 31.661 7.757 -5.920
H 30.889 7.552 -7.843
H 31.237 9.214 -7.384
H 33.664 8.731 -7.308
H 32.925 8.746 -8.852
H 32.843 6.710 -9.145
H 32.226 8.369 -5.436
C 29.036 4.566 -3.836
C 29.437 5.480 -4.964
O 30.881 5.387 -5.038
O 30.036 3.504 -3.635
H 28.075 4.098 -4.047
H 28.882 5.042 -2.866
H 29.186 6.532 -4.857
H 28.936 5.097 -5.850
H 31.167 6.270 -5.466
H 29.719 3.046 -2.840
C 35.383 4.354 -4.461
C 34.953 4.840 -5.819
O 33.512 4.949 -5.843
O 34.357 3.480 -3.888
H 35.639 5.177 -3.787
H 36.306 3.772 -4.528
H 35.271 4.085 -6.543
H 35.471 5.762 -6.069
H 33.354 5.631 -6.584
H 34.787 3.170 -3.069
C 24.509 2.163 -4.585
C 25.884 2.559 -5.059
O 25.757 3.765 -5.835
O 24.020 3.171 -3.721
H 24.590 1.150 -4.160
H 23.878 2.078 -5.475
H 26.344 1.784 -5.676
H 26.649 2.759 -4.295
H 25.212 4.388 -5.338
H 23.118 2.953 -3.466
```

Computed properties:
- LUMO: -7.6115 eV
- Electronic energy: -230046.677 eV
- Maximum force: 4.13 eV Å⁻¹
- Frontier orbital gap: 5.917 eV
- Charge: +2